Computed, not measured: a structure of composition C33H36N6O4SeTi in a non-equilibrium geometry, with the ωB97M-V functional and the def2-TZVPD basis.

Output
Max |F|: 2.81 eV Å⁻¹
Orbital gap: 7.339 eV
ΔE to the lowest compared entry with this formula, charge and spin: 19.94 kcal per mole
Lowest unoccupied orbital energy: -6.24 eV

```
! wB97M-V def2-TZVPD RIJCOSX def2/J DEFGRID3
* xyz 2 1
Ti 10.70053 11.97752 12.28080
N 10.95830 13.04764 14.27037
C 9.88972 13.96562 14.60406
C 9.93438 14.67580 15.78601
C 9.04854 15.71791 16.01849
C 7.99604 15.86025 15.09274
C 7.77160 14.89113 14.06902
C 6.57781 14.87412 13.28009
C 6.53652 13.92610 12.30793
C 7.71131 13.12462 11.96267
N 8.78218 13.15135 12.68877
C 8.79223 14.02191 13.77565
H 10.81431 12.26891 14.89537
H 11.83668 13.45176 14.60526
H 10.74950 14.46551 16.54106
H 9.17079 16.30080 16.96111
H 7.19774 16.51835 15.41713
H 5.75067 15.57317 13.45075
H 5.61606 13.80874 11.68271
H 7.64871 12.42461 11.11824
C 10.34095 8.80147 14.55787
C 10.50620 10.06164 13.80377
O 9.49915 10.83720 13.62353
O 11.62364 10.44133 13.29362
H 9.40666 8.33231 14.18596
H 10.06382 9.01593 15.59181
H 11.29925 8.27862 14.60288
C 8.35363 6.06472 6.39479
C 8.76167 7.18410 7.37877
C 9.00927 8.46219 6.82909
C 9.34885 9.48538 7.64058
C 9.59608 10.87338 7.09120
C 9.51412 9.27378 9.09372
C 10.07898 10.35420 9.83479
O 10.04844 10.46092 11.09770
C 9.09514 8.03136 9.59436
C 9.10623 7.77951 11.09796
C 8.82015 6.96300 8.75399
H 7.56976 6.43807 5.70962
H 7.90396 5.21233 6.98126
H 9.22141 5.64115 5.83651
H 8.79677 8.53724 5.81040
H 10.58038 11.21955 7.28660
H 8.99967 11.74856 7.35537
H 9.46572 10.81249 5.96880
H 10.59476 11.21028 9.32807
H 8.61411 8.59630 11.64885
H 10.09770 7.83677 11.58372
H 8.69048 6.84004 11.37533
H 8.59934 5.95957 8.99341
C 10.87355 15.28013 11.27004
C 10.77217 13.78474 11.37714
O 10.41826 12.99859 10.47132
H 9.87638 15.71000 11.47760
H 11.22523 15.50207 10.28505
H 11.55759 15.62126 12.02640
Se 14.81442 13.25510 15.49829
N 13.51099 14.41072 15.12158
C 14.09155 15.51084 14.61256
C 13.36501 16.59695 14.01709
C 14.02349 17.57183 13.40423
C 15.43691 17.59525 13.34360
C 16.17627 16.60763 13.86612
C 15.47969 15.48448 14.48042
N 16.07651 14.34343 14.90032
H 12.24603 16.63287 14.03629
H 13.57916 18.43560 12.97761
H 15.93935 18.34460 12.80440
H 17.23323 16.59927 13.69990
C 14.24694 13.89355 11.83980
C 13.86416 12.52209 11.28031
N 12.84171 11.74794 11.57850
C 13.12744 10.47447 11.04793
C 14.21829 10.57873 10.28576
N 14.72287 11.84733 10.50620
H 13.32982 14.24456 12.22770
H 14.54063 14.54383 11.00614
H 14.96279 13.80708 12.62044
H 12.42486 9.71989 11.12351
H 14.73732 10.00646 9.54806
H 15.61342 12.12370 10.15443
*
```